Below is a molecular structure, C39H43AlClP2Si2, with properties calculated with ωB97M-V with the def2-TZVPD basis set.

Last column: Mulliken charge in e.
Element x y z (Å)
C: -2.8998 -1.6047 2.9795  -0.41
C: -1.6734 -0.8724 3.1107  -0.91
C: -1.8311 0.3715 2.4073  -0.04
H: -0.8510 -1.1191 3.7749  0.73
C: -3.1280 0.3625 1.7911  -0.46
C: -3.7981 -0.8318 2.1969  -0.55
H: -4.8551 -1.0403 2.0617  0.73
H: -3.1509 -2.5231 3.5060  0.55
H: -1.1614 1.2216 2.4571  1.06
H: -3.5783 1.2003 1.2691  0.74
Al: -1.7971 -1.1452 0.9933  -2.04
Si: 0.5397 0.6993 -0.8023  -0.77
C: 1.8912 -0.0742 0.3032  1.48
C: 2.9740 -0.7331 -0.3023  -0.76
H: 2.9696 -0.8916 -1.3841  0.28
C: 4.0865 -1.1139 0.4470  -0.71
H: 4.9632 -1.5309 -0.0507  0.43
C: 4.0838 -0.9401 1.8314  -0.83
H: 4.9470 -1.2469 2.4213  0.43
C: 2.9761 -0.3637 2.4552  -0.93
H: 2.9620 -0.2271 3.5385  0.43
C: 1.8852 0.0764 1.6975  0.34
H: 1.0361 0.5507 2.1960  0.18
C: -0.4454 2.1628 -0.0492  2.04
C: 0.1459 3.0817 0.8343  -0.16
H: 1.1271 2.8810 1.2719  -0.10
C: -0.4872 4.3019 1.0967  -0.80
H: 0.0403 5.0715 1.6665  0.41
C: -1.7741 4.5470 0.6105  -0.88
H: -2.2686 5.4981 0.8185  0.39
C: -2.4165 3.5807 -0.1693  -0.47
H: -3.4190 3.7689 -0.5624  0.46
C: -1.7578 2.3909 -0.4915  -0.61
H: -2.2487 1.6459 -1.1231  0.32
H: -0.6002 -0.2594 0.0303  0.72
Si: 1.7787 2.1269 -2.1556  0.29
C: 1.2341 3.8905 -2.3723  0.60
C: 2.1199 4.9372 -2.0550  -0.28
H: 3.1719 4.7159 -1.8603  0.36
C: 1.6552 6.2517 -1.9534  -0.64
H: 2.3338 7.0401 -1.6242  0.41
C: 0.3251 6.5517 -2.2570  -0.51
H: -0.0416 7.5758 -2.1716  0.37
C: -0.5352 5.5318 -2.6738  -0.47
H: -1.5791 5.7604 -2.8980  0.40
C: -0.0731 4.2208 -2.7792  -0.41
H: -0.7450 3.4411 -3.1402  0.34
C: 3.5460 2.1595 -1.5984  0.45
C: 3.7799 2.5542 -0.2736  0.34
H: 2.9488 2.8250 0.3814  0.29
C: 5.0732 2.5557 0.2396  -0.80
H: 5.2226 2.8059 1.2902  0.41
C: 6.1532 2.2371 -0.5873  -0.54
H: 7.1666 2.2685 -0.1858  0.38
C: 5.9309 1.8738 -1.9186  -0.58
H: 6.7811 1.6375 -2.5618  0.38
C: 4.6278 1.8069 -2.4212  -0.76
H: 4.4461 1.4870 -3.4475  0.41
H: 1.6169 1.2870 -3.3751  -0.35
Cl: -0.0620 -0.5562 -2.4276  -0.59
C: 0.7323 -3.4675 -0.0876  -0.95
P: -0.6274 -3.2812 1.0958  1.11
C: 0.0649 -3.7597 2.7014  -1.55
C: -1.8039 -4.6274 0.6618  0.47
C: -1.6116 -5.9550 1.0377  -0.88
C: -2.5635 -6.9248 0.6962  -0.80
C: -3.6924 -6.5745 -0.0406  -0.77
C: -3.8871 -5.2463 -0.4358  -0.84
C: -2.9565 -4.2716 -0.0831  0.22
P: -3.1567 -2.4987 -0.5352  1.61
C: -4.9489 -2.2662 -0.5703  -1.69
C: -2.6533 -2.4589 -2.2732  -1.38
H: 1.4704 -2.6726 0.0710  0.18
H: 0.3538 -3.4014 -1.1142  0.38
H: 1.2051 -4.4464 0.0673  0.56
H: -0.7349 -3.8499 3.4493  0.40
H: 0.5805 -4.7259 2.6036  0.59
H: 0.7841 -2.9965 3.0330  0.34
H: -0.7252 -6.2274 1.6107  0.33
H: -2.4049 -7.9545 1.0130  0.41
H: -4.4280 -7.3329 -0.3015  0.42
H: -4.7705 -4.9858 -1.0168  0.37
H: -5.4116 -2.6978 0.3254  0.44
H: -5.1636 -1.1908 -0.6023  0.43
H: -5.3727 -2.7454 -1.4623  0.54
H: -2.8400 -1.4474 -2.6524  0.45
H: -3.2177 -3.1973 -2.8548  0.55
H: -1.5824 -2.6772 -2.3411  0.25

The HOMO-LUMO gap is 7.132 eV. The charge is +1. As for the total energy: -94589.7340 eV. The relative energy (zero: lowest compared OMol25 entry of this formula, charge and spin) is 0.0 kJ/mol. The value obtained for the HOMO energy is -9.6431 eV. The calculation puts the LUMO energy at -2.51 eV.

Below is a molecular structure, C39H43As2ClSi2Sm, with properties calculated with ωB97M-V with the def2-TZVPD basis set.

Last column: Mulliken charge in e.
Element x y z (Å)
C: 0.3898 2.4625 0.5317  -0.40
C: 1.5518 1.8996 1.1610  -0.72
C: 2.3625 1.2991 0.1415  -0.54
H: 1.8032 1.9827 2.2170  0.49
C: 1.6977 1.4878 -1.1182  -0.42
C: 0.4849 2.2115 -0.8773  -0.68
H: -0.1761 2.6218 -1.6379  0.67
H: -0.3601 3.0978 1.0056  0.58
H: 3.3368 0.8340 0.2803  0.59
H: 2.0887 1.2007 -2.0904  0.63
Sm: 0.2736 -0.0239 0.2775  0.44
Si: 1.6991 -8.2365 -3.0809  0.40
C: 2.4232 -8.9963 -1.5516  0.26
C: 2.4058 -10.3894 -1.3529  -0.55
H: 1.9569 -11.0406 -2.1053  0.34
C: 2.9775 -10.9314 -0.1976  -0.51
H: 2.9743 -12.0104 -0.0474  0.37
C: 3.5577 -10.1010 0.7680  -0.58
H: 3.9993 -10.5299 1.6704  0.37
C: 3.5720 -8.7161 0.5681  -0.54
H: 4.0349 -8.0615 1.3063  0.37
C: 3.0024 -8.1586 -0.5821  -0.10
H: 3.0175 -7.0762 -0.7333  0.59
C: 3.0484 -7.7991 -4.2733  0.53
C: 4.4080 -7.9796 -3.9640  -0.09
H: 4.7021 -8.4633 -3.0307  0.37
C: 5.3923 -7.5092 -4.8424  -0.61
H: 6.4437 -7.6197 -4.5805  0.37
C: 5.0386 -6.8861 -6.0430  -0.50
H: 5.8084 -6.4962 -6.7138  0.39
C: 3.6840 -6.7600 -6.3769  -0.52
H: 3.4024 -6.2903 -7.3199  0.36
C: 2.6912 -7.2135 -5.5059  -0.63
H: 1.6358 -7.0961 -5.7620  0.32
H: 0.9358 -7.0129 -2.7347  -0.18
Si: 1.3313 -2.7540 -0.6479  0.16
C: 2.5960 -2.2349 -1.9205  0.86
C: 3.9775 -2.4341 -1.7532  -0.37
H: 4.3586 -2.8873 -0.8360  0.41
C: 4.8645 -2.0470 -2.7677  -0.67
H: 5.9335 -2.2128 -2.6364  0.40
C: 4.3945 -1.4360 -3.9323  -0.55
H: 5.0906 -1.1099 -4.7090  0.40
C: 3.0212 -1.2182 -4.0944  -0.57
H: 2.6400 -0.7320 -4.9948  0.42
C: 2.1236 -1.6067 -3.0966  -0.69
H: 1.0539 -1.4248 -3.2431  0.34
C: 2.2075 -3.3736 0.8655  0.82
C: 2.7477 -2.4076 1.7536  -0.29
H: 2.5838 -1.3308 1.6041  0.06
C: 3.5221 -2.8186 2.8413  -0.75
H: 3.9188 -2.0658 3.5303  0.40
C: 3.7649 -4.1809 3.0663  -0.70
H: 4.3826 -4.4926 3.9138  0.37
C: 3.1794 -5.1387 2.2270  -0.42
H: 3.3188 -6.2068 2.4325  0.35
C: 2.3800 -4.7376 1.1429  -0.46
H: 1.8926 -5.4906 0.5217  0.55
H: 0.7823 -9.2362 -3.6918  -0.21
Cl: 0.1128 -4.2026 -1.4637  -0.41
C: -1.1166 1.1030 4.4370  -1.34
As: -1.3785 0.4536 2.6266  0.58
C: -1.8512 -1.4229 3.0143  -1.07
C: -3.2008 1.2066 2.2073  0.59
C: -3.7653 2.1479 3.0748  -0.62
C: -4.8471 2.9290 2.6425  -0.71
C: -5.4708 2.6591 1.4345  -0.62
C: -4.9944 1.6181 0.6123  -0.41
C: -3.8201 0.9375 0.9579  -0.07
As: -2.6013 -0.0677 -0.3230  0.41
C: -3.0719 -1.5908 -1.5082  -1.06
C: -2.8222 1.2434 -1.7315  -1.28
H: -0.2477 0.6108 4.8898  0.40
H: -2.0329 0.8637 4.9858  0.43
H: -0.9499 2.1840 4.4285  0.40
H: -2.5488 -1.3704 3.8509  0.36
H: -2.3272 -1.8820 2.1468  0.38
H: -0.9526 -2.0010 3.2821  0.41
H: -3.3636 2.3014 4.0717  0.30
H: -5.1752 3.7604 3.2625  0.39
H: -6.3081 3.2818 1.1130  0.40
H: -5.5588 1.3975 -0.2909  0.44
H: -2.2996 -1.6325 -2.2920  0.36
H: -3.0160 -2.5091 -0.9168  0.35
H: -4.0650 -1.4346 -1.9414  0.41
H: -3.8700 1.1636 -2.0330  0.47
H: -2.5856 2.2363 -1.3424  0.35
H: -2.1286 0.9385 -2.5220  0.44

As for the spin multiplicity: 6. The HOMO-LUMO gap (alpha / beta) is 5.786 / 5.894 eV. The charge is +1. As for the total energy: -208993.2417 eV. The value obtained for the HOMO energy (alpha / beta) is -9.4328 / -9.3263 eV. The calculation puts the LUMO energy (alpha / beta) at -3.65 / -3.43 eV. As for the expectation value of S²: 8.8100.